Density functional theory data (ωB97M-V/def2-TZVPD) for C37H40O2P2Pt as an isolated structure at a distorted geometry.

Properties
LUMO energy (alpha / beta) in eV: -7.00 / -9.07
Calculated total energy in Ha: -2385.40752
2S+1: 5
Strongest force on any atom in hartree/bohr: 0.066
ΔE to the lowest compared entry with this formula, charge and spin in kcal per mole: 107.3
Frontier orbital gap (alpha / beta) in eV: 5.93 / 5.06
Molecular weight in g mol⁻¹: 773.8
Total charge: +2

Atoms and positions in Å:
Pt: -0.574 -0.269 0.832
C: 1.203 -2.384 -1.916
C: 2.005 -1.256 -1.477
C: 2.395 -0.324 -2.644
C: 1.223 0.464 -3.272
C: -0.071 0.479 -2.474
C: -0.757 -0.643 -2.189
C: -0.826 -1.750 -3.197
C: 0.504 -2.517 -3.208
C: -2.151 0.458 2.038
H: 1.555 -3.346 -1.528
H: 2.965 -1.771 -1.212
H: 2.859 -0.959 -3.424
H: 3.164 0.382 -2.302
H: 1.559 1.502 -3.403
H: 1.057 0.062 -4.286
H: -0.562 1.475 -2.492
H: -1.350 -0.893 -1.301
H: -1.080 -1.383 -4.208
H: -1.625 -2.428 -2.868
H: 0.272 -3.579 -3.335
H: 1.143 -2.203 -4.047
H: -2.659 -0.398 2.503
H: -2.900 1.074 1.528
H: -1.650 1.086 2.783
P: 1.605 -0.470 0.129
P: -1.334 1.660 -0.326
C: 1.591 1.329 -0.322
C: 0.485 2.114 -0.470
C: 3.091 -0.385 1.198
C: 4.237 0.342 0.835
C: 5.301 0.487 1.732
C: 5.199 -0.052 3.021
C: 4.017 -0.693 3.423
C: 3.002 -0.909 2.488
C: 1.274 -2.543 0.731
C: -0.010 -3.047 0.610
C: -0.244 -4.416 0.428
C: 0.847 -5.285 0.402
C: 2.140 -4.790 0.627
C: 2.361 -3.412 0.831
C: -1.862 3.267 0.362
C: -0.981 3.928 1.244
C: -1.194 5.252 1.616
C: -2.331 5.927 1.168
C: -3.253 5.262 0.353
C: -3.029 3.944 -0.044
C: -2.932 0.993 -1.102
C: -3.545 -0.161 -0.558
C: -4.693 -0.752 -1.087
C: -5.244 -0.220 -2.256
C: -4.687 0.942 -2.811
C: -3.572 1.558 -2.224
H: 2.592 1.765 -0.422
H: 0.613 3.194 -0.581
H: 4.295 0.797 -0.154
H: 6.198 1.029 1.418
H: 6.043 0.030 3.712
H: 3.880 -1.037 4.454
H: 2.120 -1.488 2.754
H: -0.901 -2.387 0.640
H: -1.279 -4.753 0.327
H: 0.669 -6.351 0.230
H: 2.982 -5.483 0.657
H: 3.365 -3.042 1.035
H: -0.086 3.418 1.597
H: -0.465 5.745 2.260
H: -2.505 6.957 1.474
H: -4.160 5.776 0.029
H: -3.760 3.432 -0.664
H: -3.124 -0.650 0.324
H: -5.138 -1.614 -0.572
H: -6.087 -0.726 -2.732
H: -5.141 1.369 -3.713
H: -3.203 2.484 -2.650
C: 0.498 0.902 3.981
O: 0.300 -0.546 3.798
C: -0.416 -1.109 2.778
O: -0.906 -2.214 2.977
H: 1.294 1.006 4.726
H: -0.417 1.362 4.381
H: 0.802 1.387 3.038

Here are the Mulliken charges for atoms 1 to 5, given in e: 2.324 -1.382 0.525 -1.535 -1.399